The following is a DFT calculation (the ωB97M-V functional and the def2-TZVPD basis) of a cluster of 2 separate species, C2H2N4O in total in a non-equilibrium geometry.

Structure (XYZ):
```
9
Properties=species:S:1:pos:R:3
N -1.6725 -1.9683 0.0875
C -2.0595 -0.8738 0.1029
N -2.4877 0.3032 -0.2430
O -2.9427 1.2207 0.3905
N -0.0077 0.6887 -0.2294
C 1.1116 0.4488 -0.1512
N 2.3984 0.2125 -0.1288
H 2.7008 -0.7116 -0.3928
H 2.9593 0.6799 0.5642
```

Its SMILES is N#CN=O.N#CN. As for the energy relative to the best compared isomer or geometry (same formula, charge and spin): 2.946 eV.

natural (NBO) charges, unit e, in atom order: -0.262 0.318 0.107 -0.184 -0.427 0.456 -0.843 0.418 0.417

***

The following is a DFT calculation (the ωB97M-V functional and the def2-TZVPD basis) of a cluster of 2 separate species, C2H2N4O2 in total in a non-equilibrium geometry.

Structure (XYZ):
```
10
Properties=species:S:1:pos:R:3
C -1.3812 -0.4959 0.0419
C 1.0369 0.7138 0.2478
H -1.2695 1.5633 -0.2367
H 0.7339 1.7497 0.4924
N 0.0368 -0.2536 -0.3068
N 2.2938 0.0619 0.2985
N 1.8961 -1.0798 -0.1768
N 0.6845 -1.3830 -0.5173
O -2.1261 0.5687 -0.3742
O -1.9052 -1.4450 0.5312
```

As for the energy relative to the best compared isomer or geometry (same formula, charge and spin): 6.008 eV.

natural (NBO) charges, unit e, in atom order: 0.893 0.110 0.472 0.215 -0.308 -0.186 -0.088 -0.005 -0.628 -0.475